Entry 1:
C4H15N2O | ωB97M-V/def2-TZVPD

Properties
**HOMO**: -14.2153 eV
**Total energy**: -345.676607 hartree
**Multiplicity**: 1
**Relative energy (zero: lowest compared OMol25 entry of this formula, charge and spin)**: 7.3226 eV
**Charge**: +1
**Gap between HOMO and LUMO**: 6.6 eV

Each line ends with the Löwdin charge.
Cartesian coordinates (Å):
N -1.5010 0.6409 -0.1670  0.113
C -0.1080 0.6855 -0.1169  -0.469
C 0.4032 2.0478 0.3809  -0.058
C 0.5784 -0.4494 0.7446  -0.194
N 1.9629 -0.6061 0.5412  -0.012
C 2.3041 -1.8178 -0.2705  -0.102
H 0.2135 0.6233 -1.1844  0.137
H -1.8832 -0.1531 -0.6710  0.089
H -2.0299 0.7192 0.6933  0.116
H 1.8535 0.8465 -1.0993  0.339
H -0.2312 2.3183 1.2352  0.097
H 1.4280 2.0405 0.7549  0.088
H 0.2144 2.7766 -0.4093  0.097
H 0.0618 -1.3663 0.4443  0.127
H 0.3614 -0.2827 1.8079  0.157
H 2.2661 -0.1113 -0.5114  0.104
H 1.7934 -1.9647 -1.2307  0.109
H 2.1292 -2.7655 0.2479  0.111
H 3.3790 -1.7844 -0.4465  0.102
H -4.3257 -0.8743 0.4258  0.044
H -4.7016 0.1274 -0.6750  0.052
O -4.1683 -0.6502 -0.4940  -0.046

---

Entry 2:
C11H24N3 | ωB97M-V/def2-TZVPD

Properties
**HOMO**: -12.8519 eV
**Total energy**: -597.390608 hartree
**Multiplicity**: 1
**Relative energy (zero: lowest compared OMol25 entry of this formula, charge and spin)**: 2.4871 eV
**Charge**: +1
**Gap between HOMO and LUMO**: 9.7 eV

Each line ends with the Löwdin charge.
Cartesian coordinates (Å):
C 1.3144 0.6330 2.1697  0.124
C 1.9712 0.6395 1.1642  -0.094
C -2.6101 -2.1627 0.2662  -0.092
C -2.0074 0.8214 -2.2748  -0.006
C -1.5046 2.2022 -0.0603  -0.026
C 2.1720 1.4231 -1.1769  -0.041
C 2.2910 -0.9804 -0.7335  -0.036
C 4.1116 0.4192 0.0381  -0.039
C -1.4289 -1.1776 2.1212  0.025
C -2.0078 0.8675 -0.6508  -0.330
C 2.5747 0.4134 -0.1314  -0.628
N -1.7369 -1.2687 0.6740  -0.131
N -2.9449 -2.3093 -0.9936  0.201
N -1.2492 -0.3105 -0.1522  -0.025
H 1.0429 0.5651 3.2130  0.055
H -3.1595 -2.7811 1.0748  0.200
H -1.2293 1.1957 -2.8693  0.055
H -2.1221 -0.2546 -2.4333  0.044
H -2.9058 1.3339 -2.5601  0.070
H -2.1141 2.9295 -0.6020  0.094
H -0.4409 2.2567 -0.2976  0.060
H -1.6093 2.2501 0.9749  0.053
H 2.8759 1.5475 -1.8970  0.053
H 1.1428 1.1925 -1.6475  0.098
H 1.9725 2.4023 -0.6850  0.104
H 2.7587 -1.1660 -1.6727  0.093
H 1.2502 -0.9211 -0.7734  0.016
H 2.4490 -1.8302 -0.0308  0.110
H 4.3344 1.4263 0.3965  0.093
H 4.7249 0.2189 -0.7660  0.058
H 4.2814 -0.3746 0.8569  0.125
H -0.5262 -1.6487 2.5181  0.107
H -1.3016 -0.1361 2.1721  0.063
H -2.2273 -1.4672 2.6970  0.066
H -2.9480 0.5066 -0.1628  0.147
H -2.2505 -2.0182 -1.5934  0.074
H -3.4758 -3.1443 -1.2250  0.147
H -0.2220 -0.1677 -0.2386  0.113

---

Entry 3:
C4H6HgO3 | ωB97M-V/def2-TZVPD

Properties
**HOMO**: -20.1170 eV
**Total energy**: -534.238347 hartree
**Multiplicity**: 1
**Relative energy (zero: lowest compared OMol25 entry of this formula, charge and spin)**: 1.4243 eV
**Charge**: +2
**Gap between HOMO and LUMO**: 8.7 eV

Each line ends with the Löwdin charge.
Cartesian coordinates (Å):
C 1.4529 1.4178 -1.3813  0.207
C 2.1010 1.2273 -0.3681  0.212
H 0.7247 1.6775 -2.1403  0.134
H 2.7345 0.9637 0.4712  0.143
H 0.7882 0.7595 -0.3448  0.177
Hg -3.3899 0.8210 -0.4770  1.603
O -2.3334 -0.5944 0.3788  -0.030
C -1.3451 -0.1064 -0.2191  -0.737
O -1.4358 1.0463 -0.7440  -0.089
O -0.1014 -0.4891 0.0303  -0.058
C 0.1457 -1.5042 1.0251  0.061
H 1.2298 -1.6445 1.0297  0.121
H -0.2000 -1.1497 2.0008  0.127
H -0.3713 -2.4248 0.7388  0.129

---

Entry 4:
C21H42GeNOPSeTc | ωB97M-V/def2-TZVPD

Properties
**HOMO (spin up / spin down)**: -6.2132 / -6.1387 eV
**Total energy**: -5855.750294 hartree
**Multiplicity**: 2
**Relative energy (zero: lowest compared OMol25 entry of this formula, charge and spin)**: 0.8678 eV
**Gap between HOMO and LUMO (spin up / spin down)**: 6.1 / 6.7 eV

Each line ends with the Löwdin charge.
Cartesian coordinates (Å):
Tc -0.0210 0.3888 1.0475  0.888
C 4.8909 1.5776 -1.6382  -0.213
Ge 5.1860 0.7592 0.1463  0.791
C 5.8423 2.1470 1.4086  -0.224
C 6.4777 -0.7463 0.0081  -0.219
C 3.4255 0.0256 0.7639  -0.548
Se 2.1542 1.4609 1.3225  0.782
C 2.5825 1.3690 3.2355  -0.377
H 5.7407 2.1945 -1.9169  0.013
H 4.0046 2.2069 -1.6329  0.013
H 4.7638 0.8114 -2.3988  0.014
H 6.6992 2.6562 0.9749  0.014
H 6.1493 1.7111 2.3557  0.013
H 5.0733 2.8913 1.6025  0.005
H 7.4240 -0.4034 -0.3985  0.012
H 6.0909 -1.5231 -0.6450  0.013
H 6.6666 -1.1885 0.9814  0.012
H 3.5126 -0.6700 1.6005  0.024
H 2.9536 -0.4981 -0.0689  -0.020
H 3.6554 1.4876 3.3766  0.009
H 2.2385 0.4156 3.6371  0.025
H 2.0476 2.1816 3.7224  0.021
C -0.8998 1.1436 2.6285  -0.263
H -1.3959 0.6993 3.4934  -0.046
H -1.0231 2.2316 2.6606  -0.057
C 1.1064 -2.7944 -0.7110  -0.076
C 0.2220 -2.2364 -1.8311  -0.369
C 0.6353 -0.8033 -2.1646  -0.075
C -1.2450 -2.3695 -1.4800  -0.137
C -2.0577 -3.1202 -2.3020  -0.054
C -3.3725 -3.4072 -1.9658  -0.080
C -3.8507 -3.0021 -0.7271  -0.052
C -3.0995 -2.2178 0.1209  -0.156
C -3.6512 -1.8420 1.4762  -0.368
C -4.0095 -0.3549 1.5277  -0.080
C -2.6655 -2.1974 2.5923  -0.071
C -1.7898 -1.7841 -0.2827  -0.308
N -1.1019 -0.8913 0.3922  -0.175
H 2.1568 -2.7032 -0.9869  0.069
H 0.8909 -3.8467 -0.5477  0.080
H 0.9268 -2.2573 0.2244  0.043
H 0.4051 -2.8467 -2.7280  0.129
H 0.4630 -0.1430 -1.3088  0.008
H 0.0501 -0.4209 -2.9968  0.079
H 1.6907 -0.7680 -2.4376  0.072
H -1.6660 -3.5145 -3.2322  0.107
H -3.9994 -3.9752 -2.6366  0.097
H -4.8458 -3.3036 -0.4240  0.108
H -4.5736 -2.4166 1.6362  0.128
H -3.1246 0.2266 1.2639  0.023
H -4.3245 -0.0799 2.5314  0.079
H -4.8229 -0.1470 0.8368  0.077
H -1.7711 -1.5784 2.5100  0.035
H -2.3628 -3.2394 2.5234  0.080
H -3.1288 -2.0285 3.5616  0.075
C -3.3900 1.0620 -1.8419  -0.149
P -2.4318 2.4712 -1.1802  0.551
C -3.3843 3.1554 0.2242  -0.163
C -2.4467 3.7581 -2.4920  -0.172
O -1.0503 2.1100 -0.7885  -0.429
H -4.4503 1.2815 -1.9031  0.052
H -3.2242 0.2119 -1.1836  0.021
H -3.0175 0.8097 -2.8318  0.053
H -4.4114 3.3887 -0.0377  0.049
H -2.8719 4.0466 0.5829  0.053
H -3.3556 2.4044 1.0093  0.022
H -3.4570 4.0743 -2.7296  0.046
H -1.9685 3.3494 -3.3793  0.047
H -1.8663 4.6101 -2.1465  0.048

---

Among the records above, which one has the lowest total energy? C21H42GeNOPSeTc